1.
Density functional theory data (wB97M-V/def2-TZVPD) for 2 unconnected molecules or ions with the total composition C7H11Cl2OP.

Structure (XYZ):
```
22
C7H11Cl2OP (wB97M-V/def2-TZVPD)
C -0.099 -0.276 1.162
C -0.176 0.928 -0.940
C -0.914 -1.491 0.597
C -0.942 -0.283 -1.550
C -2.153 0.541 0.185
C -0.727 0.994 0.464
C -1.741 -0.753 -0.353
O 4.541 -0.438 -1.150
P 3.416 -0.379 -0.248
Cl 4.098 -1.041 1.611
Cl 3.263 1.744 0.082
H -0.247 -0.089 2.279
H 0.928 -0.364 1.105
H 0.802 0.665 -0.910
H -0.400 1.917 -1.461
H -0.213 -2.297 0.249
H -1.491 -1.887 1.384
H -1.643 0.128 -2.250
H -0.188 -1.016 -1.967
H -2.686 0.584 1.121
H -2.798 0.941 -0.606
H -0.629 1.871 1.196
```

Values from the calculation:
net charge = 0
orbital gap (spin up / spin down) = 10.49 / 4.12 eV
DFT total energy = -1610.19972 hartree
LUMO energy (spin up / spin down) = 0.173 / -3.871 eV

Listed below, in e, are the Löwdin charges computed for each atom: number 1, C, carries -0.13; number 2, C, carries -0.18; number 3, C, carries -0.14; number 4, C, carries -0.13; number 5, C, carries -0.15; number 6, C, carries -0.29; number 7, C, carries -0.21; number 8, O, carries -0.46; number 9, P, carries 0.17; number 10, Cl, carries 0.21; number 11, Cl, carries 0.19; number 12, H, carries 0.13; number 13, H, carries 0.01; number 14, H, carries -0.01; number 15, H, carries 0.14; number 16, H, carries 0.13; number 17, H, carries 0.09; number 18, H, carries 0.10; number 19, H, carries 0.13; number 20, H, carries 0.12; number 21, H, carries 0.13; number 22, H, carries 0.16

=====

2.
Density functional theory data (wB97M-V/def2-TZVPD) for a molecular structure, C24H15F10IrN6S.

Structure (XYZ):
```
57
C24H15F10IrN6S (wB97M-V/def2-TZVPD)
Ir 0.457 0.290 0.001
C 3.124 1.617 -0.222
N 2.496 0.287 -0.062
C 2.902 -0.330 1.233
C 2.104 0.290 2.373
N 0.695 0.155 2.043
C -0.287 0.508 2.919
C -0.136 0.951 4.241
F 1.095 1.114 4.771
C -1.212 1.250 5.060
F -0.985 1.661 6.308
C -2.510 1.134 4.604
F -3.546 1.412 5.399
C -2.709 0.721 3.298
F -3.945 0.606 2.813
C -1.626 0.420 2.505
F -1.877 0.029 1.222
C 2.780 -0.555 -1.256
C 2.040 0.001 -2.468
N 0.671 0.295 -2.065
C -0.258 0.746 -2.948
C -1.572 1.000 -2.512
F -1.883 0.778 -1.206
C -2.596 1.424 -3.331
F -3.811 1.621 -2.823
C -2.366 1.630 -4.679
F -3.349 2.030 -5.491
C -1.095 1.391 -5.163
F -0.837 1.569 -6.459
C -0.078 0.967 -4.325
F 1.130 0.764 -4.897
H 4.201 1.475 -0.342
H 2.923 2.229 0.649
H 2.710 2.122 -1.087
H 3.975 -0.190 1.398
H 2.706 -1.398 1.156
H 2.396 1.342 2.494
H 2.374 -0.219 3.302
H 2.433 -1.561 -1.027
H 3.856 -0.595 -1.454
H 2.103 -0.753 -3.259
H 2.553 0.891 -2.849
N -3.419 -5.865 0.505
C -2.679 -4.999 0.368
C -1.750 -3.912 0.196
C -0.840 -3.601 1.200
C 0.018 -2.540 1.006
N 0.018 -1.798 -0.114
C -0.837 -2.133 -1.093
C -1.739 -3.170 -0.977
H -0.807 -4.171 2.117
H 0.719 -2.251 1.773
H -0.769 -1.549 -2.000
H -2.421 -3.393 -1.784
S -0.850 4.709 0.471
C -0.132 3.287 0.297
N 0.444 2.268 0.171
```

Values from the calculation:
net charge = 0
orbital gap = 5.87 eV
DFT total energy = -2753.19318 hartree
LUMO energy = -1.563 eV

Listed below, in e, are the Löwdin charges computed for each atom: number 1, Ir, carries 1.41; number 2, C, carries -0.05; number 3, N, carries -0.32; number 4, C, carries -0.15; number 5, C, carries -0.22; number 6, N, carries -0.17; number 7, C, carries -0.18; number 8, C, carries -0.13; number 9, F, carries 0.08; number 10, C, carries -0.15; number 11, F, carries 0.13; number 12, C, carries -0.15; number 13, F, carries 0.12; number 14, C, carries -0.15; number 15, F, carries 0.13; number 16, C, carries -0.14; number 17, F, carries 0.03; number 18, C, carries -0.17; number 19, C, carries -0.21; number 20, N, carries -0.16; number 21, C, carries -0.20; number 22, C, carries -0.15; number 23, F, carries 0.03; number 24, C, carries -0.15; number 25, F, carries 0.13; number 26, C, carries -0.15; number 27, F, carries 0.12; number 28, C, carries -0.15; number 29, F, carries 0.12; number 30, C, carries -0.13; number 31, F, carries 0.08; number 32, H, carries 0.11; number 33, H, carries 0.08; number 34, H, carries 0.09; number 35, H, carries 0.14; number 36, H, carries 0.11; number 37, H, carries 0.12; number 38, H, carries 0.12; number 39, H, carries 0.11; number 40, H, carries 0.14; number 41, H, carries 0.12; number 42, H, carries 0.11; number 43, N, carries 0.19; number 44, C, carries -0.15; number 45, C, carries -0.20; number 46, C, carries 0.02; number 47, C, carries -0.09; number 48, N, carries -0.06; number 49, C, carries -0.08; number 50, C, carries 0.03; number 51, H, carries 0.13; number 52, H, carries 0.11; number 53, H, carries 0.11; number 54, H, carries 0.13; number 55, S, carries 0.56; number 56, C, carries -0.94; number 57, N, carries -0.11

=====

3.
Density functional theory data (wB97M-V/def2-TZVPD) for 2 unconnected molecules or ions with the total composition C14H19Cl2NO2.

Structure (XYZ):
```
38
C14H19Cl2NO2 (wB97M-V/def2-TZVPD)
C 1.352 -3.591 -2.438
H 1.799 -4.402 -2.676
H 1.363 -2.802 -3.219
H 0.235 -3.733 -2.437
C 1.845 -2.900 -1.379
N 1.260 -1.845 -0.841
C 0.135 -2.020 -0.261
O -0.693 -3.015 -0.170
C -0.859 -0.674 0.080
H -0.852 0.049 -0.728
C -2.284 -1.097 0.829
C -3.081 0.205 1.037
H -3.068 1.063 0.070
H -3.965 -0.032 1.591
O -2.422 1.073 2.064
C -1.300 1.889 1.950
C -0.969 2.649 0.664
C -0.054 3.515 0.592
C 0.408 4.032 1.785
C 0.309 3.327 3.038
C -0.759 2.425 2.963
Cl -1.011 1.536 4.670
H 0.746 3.662 3.928
Cl 1.840 5.053 1.684
H -0.226 4.001 -0.439
H -1.676 2.333 -0.143
H -2.604 -1.449 -0.072
H -2.174 -1.597 1.721
H -0.061 -0.229 0.913
C 1.898 -0.542 -1.015
C 1.447 -0.039 -2.432
H 0.431 0.080 -2.771
H 1.983 0.973 -2.510
H 2.086 -0.621 -3.312
H 1.569 0.177 -0.371
H 2.774 -0.785 -0.776
H 2.770 -2.776 -1.355
H 1.805 -3.891 -0.232
```

Values from the calculation:
net charge = 0
orbital gap = 8.88 eV
DFT total energy = -1670.08683 hartree
LUMO energy = 0.243 eV

Listed below, in e, are the Löwdin charges computed for each atom: number 1, C, carries -0.08; number 2, H, carries 0.03; number 3, H, carries 0.10; number 4, H, carries 0.12; number 5, C, carries -0.32; number 6, N, carries -0.10; number 7, C, carries -0.36; number 8, O, carries -0.04; number 9, C, carries -0.04; number 10, H, carries 0.07; number 11, C, carries -0.10; number 12, C, carries -0.11; number 13, H, carries 0.18; number 14, H, carries 0.11; number 15, O, carries -0.12; number 16, C, carries -0.31; number 17, C, carries -0.05; number 18, C, carries -0.19; number 19, C, carries -0.60; number 20, C, carries -0.08; number 21, C, carries -0.45; number 22, Cl, carries 0.51; number 23, H, carries 0.09; number 24, Cl, carries 0.62; number 25, H, carries 0.16; number 26, H, carries 0.11; number 27, H, carries 0.07; number 28, H, carries 0.10; number 29, H, carries 0.14; number 30, C, carries -0.11; number 31, C, carries -0.05; number 32, H, carries 0.06; number 33, H, carries 0.09; number 34, H, carries 0.12; number 35, H, carries 0.08; number 36, H, carries 0.06; number 37, H, carries 0.05; number 38, H, carries 0.23

=====

4.
Density functional theory data (wB97M-V/def2-TZVPD) for 3 unconnected molecules or ions with the total composition C4H8O3.

Structure (XYZ):
```
15
C4H8O3 (wB97M-V/def2-TZVPD)
C -0.752 -0.946 -1.037
C 0.231 0.153 -0.794
O 1.476 -0.155 -1.293
C 0.070 1.312 -0.146
O -1.155 1.889 0.068
C -0.720 -0.038 2.385
O -1.420 0.845 2.551
H -0.240 -1.890 -0.814
H -1.626 -0.865 -0.388
H -1.081 -1.002 -2.079
H 1.827 -1.695 0.502
H 1.936 0.683 -1.430
H 0.956 1.872 0.167
H -1.166 2.304 0.940
H 1.502 -1.941 1.125
```

Values from the calculation:
net charge = 0
orbital gap = 9.15 eV
DFT total energy = -382.84975 hartree
LUMO energy = 0.844 eV

Listed below, in e, are the Löwdin charges computed for each atom: number 1, C, carries -0.03; number 2, C, carries -0.41; number 3, O, carries -0.02; number 4, C, carries -0.21; number 5, O, carries -0.03; number 6, C, carries 0.04; number 7, O, carries 0.02; number 8, H, carries 0.07; number 9, H, carries 0.08; number 10, H, carries 0.09; number 11, H, carries 0.04; number 12, H, carries 0.10; number 13, H, carries 0.13; number 14, H, carries 0.08; number 15, H, carries 0.05

=====

Question: net charge of number 4 (C4H8O3)?
Answer: 0

=====

Question: Look up the DFT total energy of the fourth one.
Answer: -382.84975 hartree